No. 1
ORCA calculation (ωB97M-V/def2-TZVPD) on a cluster of 2 separate species, C30H45F7N4O5P in total.

ORCA input file:
```
! wB97M-V def2-TZVPD RIJCOSX def2/J DEFGRID3
* xyz -1 1
C 5.453 -2.378 1.341
C 4.920 -1.071 0.780
O 4.414 -0.223 1.494
O 5.093 -0.937 -0.565
C 3.955 -0.408 -1.260
C 2.976 -1.492 -1.668
C 2.222 -2.117 -0.494
C 1.360 -1.043 0.238
C -0.091 -1.488 0.342
C -1.015 -0.528 1.097
C -1.121 0.892 0.515
O -1.437 1.915 1.448
C -0.523 2.165 2.485
C 0.962 2.015 2.126
C 1.436 2.911 0.991
O 2.620 3.188 0.912
N 0.466 3.444 0.028
C 1.119 3.327 -1.295
C 0.308 4.898 0.338
C -0.912 1.462 3.804
C -0.052 1.468 4.864
C -0.461 0.794 5.986
C -1.678 0.183 5.957
N -2.538 0.197 4.958
C -2.133 0.852 3.869
C -2.207 1.033 -0.588
C -3.615 1.177 -0.027
C -3.959 2.665 0.096
O -4.454 3.079 -1.205
N -1.967 0.017 -1.633
C -3.051 -0.869 -2.024
C -3.395 -1.995 -1.057
C -3.928 -3.217 -1.832
F -4.407 -1.642 -0.165
C -1.282 0.581 -2.761
C -2.019 1.231 -3.725
C -1.363 1.773 -4.782
C 0.001 1.668 -4.837
C 0.629 1.006 -3.834
N 0.030 0.467 -2.778
H 4.594 -2.946 1.686
H 6.073 -2.108 2.191
H 6.007 -2.921 0.583
H 4.344 0.046 -2.173
H 3.474 0.402 -0.714
H 2.244 -1.056 -2.351
H 3.519 -2.271 -2.207
H 2.911 -2.554 0.218
H 1.526 -2.861 -0.863
H 1.498 -0.078 -0.253
H 1.783 -0.934 1.241
H -0.082 -2.424 0.907
H -0.441 -1.744 -0.656
H -2.032 -0.933 1.122
H -0.684 -0.542 2.136
H -0.201 1.073 -0.043
H -0.642 3.231 2.728
H 1.247 0.977 1.961
H 1.555 2.353 2.969
H 1.867 4.106 -1.465
H 0.381 3.392 -2.096
H 1.622 2.369 -1.404
H 1.007 5.222 1.109
H 0.451 5.505 -0.548
H -0.697 5.044 0.735
H 0.899 1.972 4.830
H 0.164 0.741 6.862
H -1.973 -0.372 6.844
H -2.812 0.883 3.034
H -1.954 2.001 -1.035
H -3.736 0.771 0.978
H -4.425 0.769 -0.624
H -4.773 2.833 0.800
H -3.075 3.259 0.304
H -3.976 3.857 -1.499
H -4.002 -0.372 -2.275
H -2.751 -1.353 -2.949
H -2.545 -2.351 -0.481
H -5.010 -3.155 -1.921
H -3.710 -4.095 -1.224
H -3.414 -3.370 -2.776
H -3.092 1.300 -3.660
H -1.907 2.279 -5.567
H 0.570 2.096 -5.645
H 1.709 0.904 -3.893
F 2.395 -7.276 -1.596
P 2.590 -6.284 -0.293
F 3.697 -7.401 0.202
F 1.827 -5.214 0.716
F 3.917 -5.325 -0.048
F 1.484 -7.266 0.438
F 2.218 -5.185 -1.473
*
```

The calculation puts the highest occupied orbital energy at -6.890 eV.



No. 2
ORCA calculation (ωB97M-V/def2-TZVPD) on a cluster of 2 separate species, C2H2Cl2O in total.

ORCA input file:
```
! wB97M-V def2-TZVPD RIJCOSX def2/J DEFGRID3
* xyz 0 1
C -0.402 -0.361 0.346
C 3.114 -0.002 -0.548
O -0.375 -1.370 0.981
Cl 4.124 -1.229 -0.065
Cl 3.322 1.404 0.361
H -1.096 -0.199 -0.494
H 0.269 0.488 0.546
*
```

As for the energy above the lowest of the compared OMol25 structures with the same formula, charge and spin: 82.5 kcal per mole. The calculation puts the highest occupied orbital energy at -9.635 eV.



No. 3
ORCA calculation (ωB97M-V/def2-TZVPD) on a structure of composition C2H4N4.

ORCA input file:
```
! wB97M-V def2-TZVPD RIJCOSX def2/J DEFGRID3
* xyz 0 1
N 1.520 -0.452 0.058
C 0.201 -0.026 0.081
N -0.717 -1.077 0.139
N -1.897 -0.852 -0.108
N -0.403 1.428 -0.931
C -0.161 1.377 0.271
H 2.201 0.289 -0.003
H 1.722 -1.219 -0.573
H -2.457 -1.670 0.126
H -0.111 2.093 1.066
*
```

As for the energy above the lowest of the compared OMol25 structures with the same formula, charge and spin: 92.2 kcal per mole. The calculation puts the highest occupied orbital energy (spin up / spin down) at -8.444 / -8.443 eV.



No. 4
ORCA calculation (ωB97M-V/def2-TZVPD) on a cluster of 2 separate species, CH7N4S in total.

ORCA input file:
```
! wB97M-V def2-TZVPD RIJCOSX def2/J DEFGRID3
* xyz 1 1
C 0.023 0.443 -0.003
N -0.042 -1.928 -0.027
N -1.180 0.881 -0.008
N 1.231 0.913 0.060
N -2.259 0.098 0.304
S 2.594 -0.100 -0.371
H 0.419 -2.057 -0.924
H -1.407 1.863 -0.194
H 1.449 1.812 0.485
H -3.026 0.201 -0.352
H 0.636 -2.080 0.716
H -1.963 -0.873 0.421
H 3.525 0.827 -0.106
*
```

As for the energy above the lowest of the compared OMol25 structures with the same formula, charge and spin: 104.8 kcal per mole. The calculation puts the highest occupied orbital energy (spin up / spin down) at -13.422 / -13.212 eV.



No. 5
ORCA calculation (ωB97M-V/def2-TZVPD) on the ion C2H9N2 with charge +1.

ORCA input file:
```
! wB97M-V def2-TZVPD RIJCOSX def2/J DEFGRID3
* xyz 1 1
N 1.686 0.113 -0.473
C 0.288 -0.278 -0.827
C -0.635 0.590 0.147
N -1.238 -0.346 1.109
H 2.394 -0.690 -0.617
H 2.064 0.715 -1.197
H 0.175 -1.358 -1.034
H 0.128 0.242 -1.921
H -1.434 1.324 -0.445
H -0.068 1.242 0.845
H -0.785 -0.497 1.993
H -2.219 -0.058 1.421
H -1.312 -1.160 0.582
*
```

Its SMILES is NCC[NH3+]. As for the energy above the lowest of the compared OMol25 structures with the same formula, charge and spin: 49.7 kcal per mole. The calculation puts the highest occupied orbital energy at -13.861 eV.



No. 6
ORCA calculation (ωB97M-V/def2-TZVPD) on the molecule C4H6N2O.

ORCA input file:
```
! wB97M-V def2-TZVPD RIJCOSX def2/J DEFGRID3
* xyz 0 1
O 1.657 -0.757 1.543
C 0.700 -0.735 0.567
C 0.744 0.367 -0.532
N -0.184 0.159 -1.648
C -1.389 0.232 -1.228
N -1.532 0.545 0.185
C -0.159 0.494 0.570
H 1.773 -1.541 2.146
H 0.317 -1.631 0.152
H 1.722 0.813 -0.691
H -2.309 0.090 -1.800
H -2.195 -0.063 0.520
H 0.065 1.307 1.310
*
```

Its SMILES is O[C@@H]1[C@H]2N=CN[C@@H]12. As for the energy above the lowest of the compared OMol25 structures with the same formula, charge and spin: 73.5 kcal per mole. The calculation puts the highest occupied orbital energy at -8.251 eV.